{"formula": "C28H18FOPPtS5", "method": "the ωB97M-V functional and the def2-TZVPD basis", "charge": -2, "gap_ev": 4.64, "lumo_ev": 4.4, "spin_multiplicity": 1, "symbols": ["Pt", "S", "C", "S", "C", "C", "S", "S", "S", "O", "C", "C", "C", "C", "C", "C", "C", "P", "C", "C", "C", "C", "C", "C", "C", "C", "C", "C", "C", "C", "H", "H", "H", "H", "H", "H", "H", "H", "H", "H", "H", "H", "H", "H", "F", "C", "C", "C", "C", "C", "C", "H", "H", "H", "H"], "positions_angstrom": [[1.17718, -0.87520, -1.51017], [-2.88713, -2.71710, -7.44175], [-1.96220, -2.30669, -6.13217], [-1.71486, -3.34958, -4.75566], [-0.68426, -2.26310, -3.81626], [-0.40872, -1.06463, -4.39975], [0.52327, 0.20092, -3.73575], [-1.11579, -0.79102, -5.99442], [-0.12321, -2.82256, -2.29510], [3.00665, -2.63731, -0.31724], [1.93900, -2.08609, -0.08381], [1.13927, -2.26337, 1.09280], [1.52613, -3.24485, 2.03506], [0.77635, -3.49853, 3.14907], [-0.40355, -2.76904, 3.38618], [-0.80593, -1.79969, 2.48790], [-0.05632, -1.51481, 1.35236], [-0.59271, -0.31619, 0.11926], [-2.38821, -0.20348, 0.44197], [-3.03249, 0.92811, 0.94863], [-4.40429, 0.93426, 1.11611], [-5.16555, -0.17098, 0.77147], [-4.53455, -1.29032, 0.24064], [-3.16629, -1.30724, 0.07491], [-0.05746, 1.32265, 0.74254], [-0.07207, 2.37735, -0.16628], [0.28736, 3.64781, 0.23951], [0.67297, 3.87636, 1.54963], [0.71942, 2.82374, 2.44739], [0.36309, 1.54934, 2.04555], [2.42359, -3.81351, 1.83056], [1.08168, -4.27204, 3.84356], [-1.00147, -2.98103, 4.26305], [-1.72761, -1.25486, 2.66318], [-2.45436, 1.79965, 1.22397], [-4.88856, 1.80621, 1.53820], [-6.23903, -0.16383, 0.91797], [-5.12458, -2.15484, -0.03389], [-2.67125, -2.17419, -0.34667], [-0.36014, 2.18801, -1.19185], [0.25026, 4.47116, -0.45945], [0.93856, 4.87551, 1.87000], [1.01613, 3.00097, 3.47211], [0.40659, 0.72185, 2.73938], [5.28040, 3.53723, 0.07110], [4.37370, 2.55886, -0.27288], [3.92395, 1.69196, 0.70042], [3.00819, 0.71328, 0.35345], [2.52228, 0.57134, -0.95317], [2.99613, 1.49521, -1.89244], [3.90638, 2.48831, -1.56865], [4.27333, 1.79884, 1.71907], [2.64742, 0.06199, 1.14080], [2.62080, 1.46545, -2.90686], [4.24252, 3.19971, -2.31358]]}

=====

{"formula": "C28H27ClFeO3", "method": "the ωB97M-V functional and the def2-TZVPD basis", "charge": -2, "gap_ev": [2.20, 5.03], "lumo_ev": [4.6, 4.5], "spin_multiplicity": 5, "symbols": ["C", "C", "O", "C", "C", "C", "C", "C", "Cl", "C", "C", "C", "O", "H", "H", "H", "H", "H", "H", "H", "H", "H", "H", "C", "O", "C", "C", "C", "C", "C", "C", "C", "C", "C", "C", "Fe", "C", "C", "C", "C", "C", "C", "C", "H", "H", "H", "H", "H", "H", "H", "H", "H", "H", "H", "H", "H", "H", "H", "H", "H"], "positions_angstrom": [[2.72479, -4.63511, 0.46200], [2.03778, -3.65036, 1.38516], [2.90228, -2.45905, 1.50731], [2.45540, -1.48819, 2.34146], [3.55698, -0.38979, 2.44961], [2.81253, 0.94655, 2.27065], [1.65178, 1.29050, 2.98636], [1.16958, 2.60991, 2.99471], [-0.23782, 2.96447, 3.91215], [1.72177, 3.56245, 2.13242], [2.74951, 3.18446, 1.26461], [3.28788, 1.90193, 1.35423], [1.30631, -1.50669, 2.77703], [2.05888, -5.50910, 0.38456], [2.80816, -4.18798, -0.53301], [3.73801, -4.97131, 0.75582], [1.03522, -3.35886, 1.00498], [1.95133, -4.12543, 2.37600], [4.20225, -0.55015, 1.56296], [1.13656, 0.53681, 3.56664], [1.23150, 4.52173, 2.04322], [3.11133, 3.87904, 0.50662], [4.11404, 1.60366, 0.70588], [7.60719, 4.19784, 0.16147], [7.09527, 4.23236, 1.51205], [6.92353, 3.01554, 2.12516], [6.17722, 3.11017, 3.31791], [5.65772, 1.95733, 3.87268], [5.89957, 0.70125, 3.28073], [4.92811, -0.45814, 3.50422], [5.59982, -1.78945, 3.87507], [6.49919, -2.24626, 4.96266], [6.63916, -3.69086, 4.83846], [5.93733, -4.10646, 3.66723], [5.38546, -2.93907, 3.03140], [4.71506, -3.14027, 4.96027], [3.10445, -2.13484, 5.57964], [3.98711, -2.45491, 6.67630], [4.17075, -3.88972, 6.69430], [3.39419, -4.46012, 5.61463], [2.71958, -3.37299, 4.94000], [6.86190, 0.58989, 2.25322], [7.34219, 1.74379, 1.62732], [7.71316, 5.25570, -0.09296], [8.56861, 3.66783, 0.11119], [6.86238, 3.69171, -0.47167], [5.95690, 4.11443, 3.69194], [4.98534, 2.04450, 4.72331], [4.24831, -0.18963, 4.31949], [7.00108, -1.62462, 5.70223], [7.26190, -4.34828, 5.44400], [5.89665, -5.09227, 3.22388], [4.95507, -2.90253, 2.03170], [2.68916, -1.16574, 5.32917], [4.46409, -1.72725, 7.32194], [4.72047, -4.44716, 7.43528], [3.19270, -5.50467, 5.42354], [1.89806, -3.46283, 4.24210], [7.15018, -0.37300, 1.80069], [8.01755, 1.71824, 0.75658]]}

=====

{"formula": "C3H11NO3S", "method": "the ωB97M-V functional and the def2-TZVPD basis", "charge": -1, "gap_ev": [7.03, 4.73], "de_lowest_kj_mol": 43.8, "lumo_ev": [2.9, 0.6], "spin_multiplicity": 2, "symbols": ["C", "C", "S", "N", "C", "O", "H", "H", "H", "H", "H", "H", "H", "H", "H", "O", "H", "H", "O"], "positions_angstrom": [[1.89103, 1.38060, -0.42035], [2.28653, 0.26042, -1.39825], [4.02430, 0.05056, -1.78716], [0.48789, 1.46441, -0.18856], [-0.03630, 0.60486, 0.88300], [-1.33179, 0.33311, 0.66919], [2.47430, 1.22413, 0.49540], [2.35986, 2.32288, -0.74715], [1.71661, 0.40930, -2.32176], [1.96229, -0.72394, -1.04265], [-0.08159, 1.40396, -1.01955], [0.13656, 1.15738, 1.84264], [0.59311, -0.32360, 0.99367], [-3.16204, -2.12572, 0.15129], [-3.89990, -1.03094, -0.48059], [-3.81894, -1.97800, -0.58343], [-1.89583, -0.82296, 1.07020], [-1.48015, -1.87498, 2.25005], [-2.22593, -1.73147, 1.63402]]}

=====

Number 1: energy -3704.611985 a.u.. Number 2: energy -3032.499561 a.u.. Number 3: energy -799.541390 a.u..